[1]
{"formula": "C34H60Br3ClF4LiMgN2NaO9P", "method": "ωB97M-V/def2-TZVPD", "species": ["C", "C", "P", "C", "C", "C", "C", "C", "C", "C", "C", "C", "C", "C", "C", "O", "C", "C", "C", "C", "N", "C", "C", "N", "C", "C", "O", "C", "C", "O", "H", "H", "H", "H", "H", "H", "H", "H", "H", "H", "H", "H", "H", "H", "H", "H", "H", "H", "H", "H", "H", "H", "H", "H", "H", "H", "H", "H", "H", "H", "H", "H", "H", "H", "H", "H", "H", "H", "H", "H", "Li", "C", "Br", "Br", "Br", "H", "O", "H", "Na", "F", "C", "C", "O", "C", "O", "C", "F", "F", "F", "H", "H", "H", "H", "H", "Mg", "C", "O", "H", "H", "H", "C", "O", "C", "C", "O", "C", "H", "H", "H", "H", "H", "H", "H", "H", "H", "H", "Cl"], "xyz": [[0.2082, -1.4568, -2.9990], [-0.8071, -1.0276, -2.4995], [-2.3586, -0.2192, -1.7373], [-2.3343, -1.4291, -0.2652], [-3.3763, -1.0885, 0.8199], [-3.1468, -2.0281, 2.0501], [-3.9806, -3.3296, 2.0037], [-3.3888, -4.4300, 1.0743], [-1.8933, -4.6871, 1.2833], [-1.4656, -6.0478, 0.6513], [-0.5887, -6.8707, 1.6437], [0.9085, -6.5336, 1.3741], [1.6975, -6.3707, 2.7001], [2.7808, -5.2507, 2.6145], [4.2129, -5.7236, 2.9481], [4.9894, -5.7391, 1.7447], [5.8185, -4.5957, 1.6524], [-2.3750, 1.1484, -3.0272], [-2.8223, 2.4266, -2.6817], [-2.8738, 3.4860, -3.5539], [-2.5062, 3.3459, -4.8738], [-2.0709, 2.1419, -5.1840], [-1.9576, 1.0308, -4.3484], [-3.5448, -1.2673, -2.7584], [-4.8514, -1.3474, -2.2241], [-5.5548, -2.5998, -1.6364], [-5.5404, -0.3608, -2.2490], [-3.0148, -2.3907, -3.4201], [-2.8467, -2.2835, -4.9305], [-2.7368, -3.4856, -2.9316], [1.2328, -1.6099, -3.2643], [-3.4250, 0.4955, -1.0635], [-1.4316, 0.6067, -0.9751], [-1.3559, -1.3163, 0.2241], [-2.4215, -2.4919, -0.5286], [-3.2658, -0.0704, 1.1955], [-4.4138, -1.2630, 0.5125], [-3.5428, -1.4804, 2.9162], [-2.0793, -2.2183, 2.1699], [-4.0472, -3.7674, 3.0038], [-5.0004, -3.0739, 1.6350], [-3.6152, -4.1826, 0.0076], [-3.9138, -5.3801, 1.2610], [-1.7358, -4.7489, 2.3663], [-1.2630, -3.8779, 0.9074], [-2.3440, -6.6237, 0.3265], [-0.8542, -5.8638, -0.2410], [-0.8584, -6.6211, 2.6732], [-0.8119, -7.9279, 1.4681], [0.9679, -5.6000, 0.8093], [1.3401, -7.3626, 0.8078], [1.0313, -6.1111, 3.5283], [2.2016, -7.3184, 2.9185], [2.7849, -4.8439, 1.5994], [2.5130, -4.4170, 3.2733], [4.2463, -6.7502, 3.3292], [4.6681, -5.0542, 3.6884], [5.2231, -3.7012, 1.4010], [6.5479, -4.7717, 0.8570], [6.3632, -4.3909, 2.5840], [-3.1351, 2.5967, -1.6500], [-3.2133, 4.4713, -3.2000], [-1.7632, 2.0029, -6.2182], [-1.5539, 0.1010, -4.7240], [-4.9781, -3.5363, -1.6587], [-6.4513, -2.7640, -2.2417], [-5.9176, -2.3978, -0.6057], [-3.1963, -3.1960, -5.4158], [-3.3527, -1.3880, -5.3057], [-1.7719, -2.1459, -5.0962], [-5.7649, -4.0118, 0.2160], [-3.5440, 2.4445, 3.4398], [-5.2808, 1.6036, 3.4614], [-2.2277, 1.3717, 4.3562], [-2.9869, 2.8771, 1.6547], [-3.6333, 3.3731, 3.9852], [-2.0431, 6.6986, -3.3899], [-2.2451, 6.1859, -4.1733], [-3.3608, -4.9107, -1.7326], [-4.3509, 1.4238, -6.1106], [0.3094, 8.1869, -1.6364], [1.5394, 7.9735, -2.4817], [1.9140, 9.1881, -3.1799], [2.6348, 10.0562, -2.5013], [3.0122, 9.9441, -1.3696], [2.9816, 11.2553, -3.3984], [1.9295, 11.6711, -4.1120], [3.9543, 10.9345, -4.2684], [3.4136, 12.2956, -2.6818], [-0.5070, 8.5739, -2.2452], [-0.0085, 7.2487, -1.1865], [0.4992, 8.9112, -0.8397], [1.3306, 7.2337, -3.2512], [2.3787, 7.6047, -1.8915], [-4.6102, 4.3049, -5.0124], [3.7815, -1.4039, 0.7611], [4.0140, -1.8638, 1.8914], [3.2090, -0.1981, 0.7678], [4.6397, -1.2219, 0.0860], [3.0568, -1.9451, 0.1089], [5.7931, 1.4987, 2.7119], [4.6879, 2.3405, 2.4472], [3.7616, 2.3793, 3.5249], [3.9287, 3.6302, 4.3608], [5.1789, 3.6544, 5.0368], [6.1398, 4.4695, 4.3901], [6.5705, 1.7289, 1.9835], [6.1935, 1.6593, 3.7147], [5.5002, 0.4473, 2.5969], [3.8559, 1.4818, 4.1436], [2.7610, 2.3816, 3.0831], [3.1498, 3.6421, 5.1298], [3.8051, 4.5250, 3.7437], [5.9330, 5.5272, 4.5860], [6.1584, 4.2974, 3.3117], [7.1186, 4.2218, 4.7999], [3.4420, 1.2855, 0.6545]], "atomic_forces_ev_per_a": [[0.42, 0.40, 0.49], [-0.59, -0.41, -0.40], [1.35, 2.31, 1.89], [-0.18, -0.14, 0.20], [0.77, -1.30, 0.55], [-1.42, 0.58, -0.14], [1.08, -0.29, -0.91], [-0.22, 0.36, 0.23], [-0.18, -0.67, -0.30], [0.17, 0.23, 0.57], [-0.04, 0.32, -1.33], [-0.57, -0.42, 1.43], [0.63, 0.52, -0.56], [-0.14, -0.44, 0.44], [-0.27, 0.22, -0.78], [0.57, 0.07, 0.71], [-0.12, 0.28, -0.50], [0.31, 0.08, -1.30], [-0.28, -0.07, 1.19], [0.27, -0.65, -0.48], [-0.92, 0.65, 1.66], [0.37, -0.73, -1.58], [-0.18, 0.56, 0.98], [-0.88, -2.14, 0.18], [0.18, 0.83, -0.53], [0.20, -0.17, -0.41], [-0.20, 0.08, 0.53], [-0.28, -0.33, -1.29], [0.12, 1.00, 0.56], [-0.11, 1.17, 0.10], [-0.25, -0.23, -0.21], [-0.39, -0.35, -0.46], [-0.01, -0.03, -0.05], [-0.02, -0.04, -0.30], [-0.01, 0.18, -0.21], [-0.08, 0.10, -0.44], [0.10, 0.47, -0.22], [0.43, -0.12, 0.08], [-0.14, -0.06, 0.26], [-0.28, 0.10, -0.12], [0.21, 0.18, 0.77], [0.24, 0.27, 1.05], [0.01, 0.16, -0.03], [0.01, 0.11, -0.11], [-0.21, 0.04, 0.05], [0.05, 0.08, 0.21], [-0.19, -0.07, -0.01], [-0.05, -0.12, -0.12], [0.26, 0.04, 0.25], [0.05, -0.17, -0.06], [0.11, 0.38, -0.25], [-0.05, -0.31, -0.14], [-0.23, 0.10, 0.24], [0.21, -0.02, 0.11], [-0.04, -0.13, -0.09], [-0.22, 0.17, 0.08], [0.06, -0.17, -0.09], [0.28, -0.27, 0.15], [-0.12, -0.01, 0.07], [-0.09, -0.14, -0.07], [-0.06, 0.00, -0.13], [0.53, 0.06, -0.06], [-0.20, 0.13, 0.10], [-0.03, 0.16, -0.15], [-0.22, 0.28, -0.05], [0.13, -0.08, 0.11], [0.24, 0.60, -0.60], [0.11, 0.06, 0.12], [-0.03, -0.20, -0.07], [-0.13, -0.22, -0.14], [-0.17, -0.56, 0.02], [0.02, 0.07, -0.13], [0.07, -0.02, 0.00], [-0.05, -0.01, -0.03], [0.00, -0.04, 0.05], [-0.01, -0.04, 0.03], [-0.49, -0.09, 0.33], [0.27, -0.14, -0.50], [0.10, -1.70, -0.01], [-0.23, 0.85, 0.24], [-0.07, 0.61, 0.15], [-0.35, -0.73, 0.24], [0.27, 0.23, -0.17], [-0.31, -0.73, 0.16], [0.21, 0.37, -0.02], [0.00, 0.53, -0.30], [-0.03, -0.10, 0.07], [0.02, -0.15, 0.09], [0.02, -0.14, 0.13], [-0.09, -0.34, -0.09], [-0.06, -0.05, -0.16], [0.15, -0.09, 0.04], [-0.05, 0.24, -0.20], [0.13, 0.28, -0.01], [0.91, -1.23, -0.57], [2.68, -5.14, -0.85], [-0.79, 1.31, -0.37], [-0.63, 3.95, -0.33], [0.13, 1.11, 0.49], [-1.17, 0.89, 0.60], [-0.02, -0.02, -0.19], [0.98, 1.01, 1.61], [-0.01, 0.23, -0.30], [-0.02, -0.16, 0.32], [0.04, 0.00, -0.18], [0.01, 0.02, 0.08], [-0.05, 0.00, -0.04], [-0.03, -0.02, 0.02], [0.04, -0.03, 0.06], [0.02, 0.02, 0.05], [-0.04, -0.02, 0.04], [-0.03, 0.02, -0.03], [0.02, -0.03, -0.05], [0.03, 0.02, -0.08], [-0.02, 0.01, 0.00], [-0.03, 0.00, 0.06], [-1.25, -3.04, -0.92]], "lowdin_charge": [0.04, -0.22, 0.60, -0.31, -0.23, -0.19, -0.20, -0.26, -0.18, -0.20, -0.19, -0.18, -0.19, -0.16, -0.21, -0.20, -0.11, -0.26, -0.08, -0.27, -0.03, -0.18, -0.05, -0.04, -0.49, -0.03, 0.10, -0.46, 0.02, -0.06, 0.01, 0.02, 0.03, 0.08, 0.05, 0.06, 0.09, 0.09, 0.10, 0.12, 0.05, 0.02, 0.10, 0.12, 0.11, 0.09, 0.10, 0.09, 0.11, 0.10, 0.11, 0.10, 0.10, 0.10, 0.11, 0.11, 0.11, 0.06, 0.09, 0.09, 0.09, 0.04, 0.11, 0.08, -0.02, 0.10, 0.03, 0.09, 0.09, 0.08, 0.40, -1.64, 0.56, 0.55, 0.61, -0.03, -0.51, -0.23, 0.26, -0.70, -0.08, -0.18, 0.04, -0.42, 0.15, -0.54, 0.16, 0.15, 0.16, 0.07, 0.08, 0.07, 0.13, 0.12, 0.85, -0.35, -0.04, -0.12, 0.10, 0.12, -0.13, -0.40, -0.23, -0.20, -0.19, -0.11, 0.09, 0.09, 0.07, 0.13, 0.10, 0.12, 0.13, 0.09, 0.08, 0.09, 0.53], "fmax_ev_per_a": 5.86, "total_charge": -1, "gap_ev": 1.299, "energy_ev": -310498.0758, "e_homo_ev": -2.052, "spin_multiplicity": 1}

[2]
{"formula": "C34H60Cl2O16S4", "method": "ωB97M-V/def2-TZVPD", "species": ["O", "S", "O", "C", "C", "C", "C", "H", "H", "H", "H", "H", "H", "H", "H", "O", "S", "O", "C", "C", "C", "C", "H", "H", "H", "H", "H", "H", "H", "H", "O", "S", "O", "C", "C", "C", "C", "H", "H", "H", "H", "H", "H", "H", "H", "O", "S", "O", "C", "C", "C", "C", "H", "H", "H", "H", "H", "H", "H", "H", "O", "C", "C", "C", "C", "O", "H", "H", "H", "H", "H", "H", "O", "C", "C", "C", "C", "O", "H", "H", "H", "H", "H", "H", "O", "C", "C", "C", "C", "O", "H", "H", "H", "H", "H", "H", "O", "C", "C", "C", "C", "O", "H", "H", "H", "H", "H", "H", "Cl", "C", "C", "Cl", "H", "H", "H", "H"], "xyz": [[-0.8535, -2.6937, -4.9541], [-2.2710, -2.3359, -5.1304], [-2.7395, -1.4593, -6.2263], [-3.3088, -3.8433, -4.9701], [-4.5116, -3.6037, -4.0791], [-4.3532, -2.1691, -3.5146], [-2.8764, -1.6530, -3.5843], [-2.6739, -4.5372, -4.4177], [-3.4379, -4.2969, -5.9522], [-5.5076, -3.5993, -4.5226], [-4.5799, -4.3579, -3.2957], [-4.7344, -2.0677, -2.4980], [-4.9576, -1.4800, -4.1055], [-2.2134, -2.0963, -2.8408], [-2.7747, -0.5708, -3.5380], [0.6444, 4.8215, 1.1817], [1.9031, 4.2260, 0.7865], [1.9343, 2.8235, 0.3190], [2.9072, 5.3401, -0.2430], [4.1240, 5.6766, 0.6742], [4.3960, 4.5859, 1.7114], [2.9660, 4.2168, 2.2250], [2.3701, 6.1858, -0.6662], [3.2142, 4.6843, -1.0598], [5.0434, 6.0048, 0.1906], [3.7264, 6.5797, 1.1443], [5.0957, 4.8638, 2.4964], [4.7495, 3.7300, 1.1332], [2.6624, 5.0063, 2.9151], [2.8383, 3.3229, 2.8341], [-1.5733, 1.1910, -2.5025], [-1.0725, 2.0205, -3.5767], [-1.6974, 1.9872, -4.8848], [-0.8617, 3.8044, -3.0618], [0.5604, 3.9145, -2.5588], [1.4141, 3.1557, -3.5900], [0.7729, 1.8174, -3.7943], [-1.5554, 4.1783, -2.3092], [-0.9805, 4.4147, -3.9574], [0.9083, 4.9420, -2.4492], [0.6186, 3.4384, -1.5798], [2.3843, 2.9907, -3.1180], [1.5668, 3.6576, -4.5450], [1.1417, 1.1225, -3.0406], [0.8665, 1.4948, -4.8301], [0.4165, 2.1371, 3.4545], [0.0571, 1.6654, 4.7937], [-1.3263, 1.3832, 5.0563], [1.1526, 0.3170, 5.3708], [1.4771, 0.6890, 6.8695], [1.8028, 2.1889, 6.8763], [0.6323, 2.8591, 6.0825], [1.9533, 0.5268, 4.6591], [0.7326, -0.6553, 5.1191], [0.6817, 0.3582, 7.5350], [2.4070, 0.1747, 7.1141], [2.7349, 2.3420, 6.3348], [1.8216, 2.4616, 7.9304], [0.7890, 3.8243, 5.6001], [-0.2766, 3.0752, 6.6454], [1.0032, -5.6307, -3.8113], [1.3174, -5.3406, -2.6596], [0.4590, -4.5455, -1.7033], [0.9728, -5.0769, -0.3494], [2.4664, -5.4279, -0.6873], [2.4436, -5.7389, -2.0609], [0.4978, -3.4638, -1.8260], [-0.5604, -4.9084, -1.8322], [0.9923, -4.3488, 0.4637], [0.3859, -5.9013, 0.0538], [3.2368, -4.7053, -0.4182], [2.7216, -6.3310, -0.1306], [-2.8127, -5.3708, 0.2658], [-2.6127, -4.8043, 1.3229], [-2.5090, -3.3518, 1.5480], [-1.5480, -3.3148, 2.7753], [-1.8925, -4.5811, 3.4667], [-2.2569, -5.4974, 2.4591], [-1.9065, -3.0372, 0.6956], [-3.4108, -2.7761, 1.7454], [-0.4926, -3.2620, 2.4982], [-1.5676, -2.3739, 3.3275], [-1.0896, -5.0120, 4.0645], [-2.7757, -4.4887, 4.1030], [7.7367, -0.3692, -0.4108], [6.5824, -0.1674, -0.7318], [5.5174, -1.0835, -1.3106], [4.2731, -0.2024, -1.3947], [4.7481, 1.2127, -0.8657], [6.0351, 1.0262, -0.4459], [5.8981, -1.2726, -2.3161], [5.5236, -2.0294, -0.7728], [3.9568, -0.0568, -2.4256], [3.5269, -0.6176, -0.7200], [4.6292, 1.9944, -1.6162], [4.1406, 1.4165, 0.0168], [0.6706, -0.8113, -0.9925], [-0.1830, -0.4013, -0.2722], [-0.2283, 0.6852, 0.7125], [-1.5443, 0.4380, 1.4028], [-2.4840, -0.0495, 0.3027], [-1.4871, -0.7998, -0.4938], [0.6806, 0.7269, 1.3091], [-0.2759, 1.5816, 0.0912], [-1.4227, -0.3703, 2.1287], [-1.8843, 1.2482, 2.0483], [-3.3025, -0.6566, 0.6835], [-2.8510, 0.7880, -0.2886], [-5.3447, 1.0724, -1.4324], [-6.4806, 1.6548, -0.1418], [-7.1632, 0.5090, 0.5579], [-5.8361, -0.3119, 1.4072], [-7.2498, 2.2405, -0.6490], [-6.0436, 2.3862, 0.5362], [-7.6354, -0.1713, -0.1484], [-7.8947, 0.8986, 1.2646]], "atomic_forces_ev_per_a": [[-1.74, 0.45, -0.80], [0.14, 0.99, 0.15], [0.79, -1.65, 1.22], [0.81, -0.84, -0.29], [-0.52, 1.16, 0.25], [0.60, 0.90, 0.47], [-0.68, -0.92, -0.02], [0.38, 0.13, -0.20], [-0.30, 0.28, -0.05], [0.27, -0.29, -0.63], [0.37, 0.09, 0.09], [0.10, -0.16, 0.08], [0.04, -0.03, -0.16], [-0.18, 0.01, 0.21], [-0.03, -0.09, -0.23], [0.28, -0.05, -0.85], [-0.42, -1.68, 1.59], [0.09, 2.12, -0.27], [1.25, -1.60, -0.26], [-0.79, 1.51, 0.32], [-1.72, -0.90, -0.96], [1.23, 1.03, 0.84], [-0.14, -0.03, 0.46], [-0.01, 0.04, -0.16], [-0.22, -0.27, -0.53], [0.47, 0.09, 0.62], [-0.08, 0.02, -0.10], [0.47, -0.17, 0.34], [-0.33, 0.31, -0.34], [0.06, -0.41, -0.68], [0.12, 0.45, -0.20], [1.18, 1.35, -0.46], [0.15, -0.07, 0.84], [-0.31, 0.26, 0.14], [0.02, -0.22, -0.60], [0.52, 0.21, 1.01], [-1.06, -0.52, -0.20], [-0.36, -0.56, -0.09], [-0.16, -0.26, -0.18], [-0.25, 0.11, -0.05], [0.21, -0.13, -0.06], [0.25, 0.04, -0.33], [-0.20, 0.36, 0.19], [-0.30, -0.39, -0.25], [0.10, -0.52, 0.25], [0.10, -0.65, 1.27], [0.58, 0.96, 0.09], [-0.35, -0.35, 0.05], [-0.38, 1.18, -0.10], [0.85, -0.83, -2.04], [-1.96, -0.22, -0.55], [-0.22, 0.14, -0.12], [0.63, -0.35, 0.47], [-0.17, 0.08, 0.33], [-0.04, 0.27, -0.02], [-0.20, -0.30, 0.29], [0.12, 0.17, 0.36], [0.33, 0.66, -0.24], [0.69, -0.21, -0.23], [0.10, -0.55, 0.45], [1.20, 0.38, 2.36], [-1.62, 0.23, -2.72], [-0.48, -1.19, 1.08], [1.22, 1.41, 0.34], [-1.41, -1.05, 1.24], [0.92, -0.36, -0.70], [0.22, -0.05, -0.14], [-0.09, 0.40, -0.26], [-0.21, 0.30, -0.14], [0.22, -0.33, -0.45], [-0.30, 0.47, -0.40], [0.21, -0.14, -0.22], [-0.02, 0.62, 1.60], [-0.25, -2.14, -1.23], [2.19, 0.82, 0.66], [0.36, 1.53, -0.61], [-0.45, -0.35, 1.58], [-0.14, -0.20, -1.44], [-0.77, 0.72, -0.27], [-0.13, -0.29, -0.40], [0.01, -0.70, -0.61], [-0.87, -0.24, 0.49], [0.01, -0.04, -0.11], [0.09, 0.27, 0.28], [-1.45, -0.24, -0.83], [1.36, -0.30, 1.49], [1.20, 0.88, -1.06], [0.35, 0.38, 0.43], [-2.36, -1.78, 0.12], [2.02, 1.00, 0.28], [-0.07, -0.42, -0.04], [-0.38, 0.16, 0.07], [-0.48, -0.53, 0.19], [-0.49, 0.27, -0.54], [0.27, 0.06, 0.04], [-0.06, 0.57, -0.17], [1.10, -0.54, 0.06], [-2.37, 0.15, -1.35], [0.38, 0.33, 0.31], [-0.44, 0.15, 1.60], [2.34, 0.50, 0.21], [-0.89, -0.70, 0.05], [-0.25, 0.15, 0.14], [0.09, 0.22, 0.14], [0.13, -0.28, -0.05], [-0.16, 0.31, -0.47], [0.29, -0.29, -0.47], [-0.05, -0.24, -0.21], [-0.45, 0.49, 0.65], [-1.04, 0.65, -1.12], [0.78, 0.44, -0.20], [-0.29, -0.72, 0.70], [0.01, -0.14, -0.33], [0.64, -0.51, 0.04], [0.11, -0.04, 0.12], [0.10, -0.17, 0.12]], "lowdin_charge": [-0.35, 0.72, -0.35, -0.22, -0.21, -0.21, -0.22, 0.10, 0.10, 0.11, 0.11, 0.10, 0.11, 0.09, 0.07, -0.32, 0.69, -0.35, -0.20, -0.21, -0.18, -0.23, 0.10, 0.09, 0.12, 0.11, 0.12, 0.10, 0.10, 0.09, -0.32, 0.73, -0.32, -0.20, -0.24, -0.22, -0.19, 0.11, 0.10, 0.11, 0.08, 0.10, 0.12, 0.10, 0.11, -0.34, 0.68, -0.33, -0.20, -0.20, -0.19, -0.20, 0.09, 0.10, 0.12, 0.11, 0.11, 0.11, 0.09, 0.10, 0.10, -0.46, -0.06, -0.13, -0.15, 0.03, 0.12, 0.12, 0.10, 0.11, 0.12, 0.12, 0.11, -0.46, -0.05, -0.15, -0.19, 0.02, 0.12, 0.13, 0.11, 0.10, 0.13, 0.13, 0.10, -0.46, -0.07, -0.11, -0.18, 0.02, 0.13, 0.13, 0.11, 0.10, 0.12, 0.10, 0.12, -0.50, -0.10, -0.15, -0.14, -0.04, 0.11, 0.12, 0.10, 0.11, 0.05, 0.07, 0.57, -0.65, -0.63, 0.57, 0.07, 0.08, 0.07, 0.08], "fmax_ev_per_a": 3.17, "total_charge": 0, "gap_ev": 9.238, "energy_ev": -137374.0879, "e_homo_ev": -9.338, "smiles": "O=S1(=O)CCCC1.O=S1(=O)CCCC1.O=S1(=O)CCCC1.O=S1(=O)CCCC1.O=C1CCCO1.O=C1CCCO1.O=C1CCCO1.O=C1CCCO1.ClCCCl", "spin_multiplicity": 1}